1.
{"formula": "C3H2NOS", "method": "the ωB97M-V functional and the def2-TZVPD basis", "total_charge": -1, "e_lumo_ha": 0.1503, "homo_lumo_gap_ev": 6.999, "mol_weight_g_mol": 100.12, "e_tot_ha": -643.67564, "largest_force_ev_per_a": 3.98, "species": ["S", "C", "C", "N", "O", "C", "H", "H"], "coordinates": [[2.686, -0.005, -0.042], [0.652, 0.095, 0.001], [-0.143, -1.071, -0.021], [-1.417, -0.786, -0.007], [-1.516, 0.580, 0.026], [-0.258, 1.105, 0.029], [0.188, -2.091, -0.044], [-0.191, 2.173, 0.057]], "forces_ev_per_a": [[-3.5, 0.4, 0.1], [4.0, 0.3, -0.1], [-0.6, 0.6, 0.0], [-0.3, -0.6, 0.0], [0.0, 0.3, 0.0], [0.3, -1.0, 0.0], [0.0, -0.2, 0.0], [0.0, 0.2, 0.0]], "mulliken_charge": [-0.59, -0.26, -0.19, -0.43, -0.15, -0.23, 0.40, 0.45]}


2.
{"formula": "C28H28O6S2", "method": "the ωB97M-V functional and the def2-TZVPD basis", "total_charge": 0, "e_lumo_ha": -0.0446, "homo_lumo_gap_ev": 6.659, "mol_weight_g_mol": 524.66, "e_tot_ha": -2330.57739, "largest_force_ev_per_a": 8.41, "species": ["O", "C", "C", "C", "C", "C", "C", "C", "C", "O", "C", "C", "C", "C", "C", "C", "C", "C", "C", "C", "C", "C", "H", "H", "H", "H", "H", "H", "H", "H", "H", "H", "H", "H", "O", "S", "O", "C", "C", "C", "C", "H", "H", "H", "H", "H", "H", "H", "H", "O", "S", "O", "C", "C", "C", "C", "H", "H", "H", "H", "H", "H", "H", "H"], "coordinates": [[4.479, -2.361, -0.463], [3.523, -1.614, -1.040], [3.671, 0.035, -1.277], [4.355, 1.044, -0.132], [4.449, 2.694, -0.389], [3.881, 3.268, -1.848], [3.195, 2.274, -3.005], [3.087, 0.664, -2.708], [2.386, -0.445, -3.745], [2.493, -0.392, -5.080], [1.479, -1.618, -2.972], [0.036, -2.131, -3.560], [-0.800, -3.270, -2.673], [-2.274, -3.701, -3.305], [-2.566, -4.017, -4.889], [-4.102, -4.392, -5.351], [-5.395, -4.481, -4.306], [-5.060, -4.202, -2.694], [-3.531, -3.818, -2.237], [-0.216, -3.895, -1.242], [1.253, -3.380, -0.641], [2.060, -2.248, -1.537], [4.772, 0.630, 0.905], [4.907, 3.394, 0.447], [3.967, 4.443, -1.989], [2.782, 2.703, -4.030], [-0.445, -1.737, -4.579], [-1.707, -3.945, -5.701], [-4.337, -4.597, -6.479], [-6.479, -4.725, -4.676], [-5.995, -4.285, -1.974], [-3.305, -3.618, -1.100], [-0.824, -4.703, -0.608], [1.644, -3.808, 0.394], [-2.997, -3.171, 0.799], [-4.349, -3.216, 1.314], [-5.381, -4.037, 0.712], [-4.277, -3.571, 3.058], [-4.162, -2.204, 3.715], [-5.148, -1.303, 2.973], [-4.951, -1.542, 1.477], [-3.429, -4.224, 3.272], [-5.213, -4.065, 3.338], [-4.382, -2.252, 4.786], [-3.144, -1.815, 3.596], [-6.172, -1.571, 3.258], [-5.002, -0.248, 3.227], [-5.889, -1.437, 0.926], [-4.197, -0.868, 1.060], [5.525, 5.516, 1.463], [4.502, 5.047, 2.376], [4.190, 3.641, 2.534], [4.815, 5.750, 3.983], [4.071, 7.077, 3.964], [2.724, 6.787, 3.304], [2.996, 5.952, 2.054], [5.889, 5.862, 4.139], [4.393, 5.073, 4.732], [3.950, 7.485, 4.972], [4.626, 7.810, 3.365], [2.093, 6.219, 3.998], [2.189, 7.709, 3.054], [2.184, 5.247, 1.857], [3.161, 6.585, 1.178]], "forces_ev_per_a": [[-6.0, 4.7, -3.4], [2.8, -2.3, 2.1], [0.2, 3.0, -0.4], [-1.2, 1.5, -3.0], [-1.9, -3.3, -3.6], [-0.1, -3.4, 1.4], [1.4, -1.7, 3.4], [1.2, 1.5, 2.3], [0.1, 0.3, -4.0], [-0.8, -0.2, 8.3], [-1.8, -2.1, 1.5], [1.7, -1.6, 3.6], [1.8, 0.9, 0.2], [-2.9, -0.9, -0.3], [-3.0, 0.1, 2.7], [0.1, 0.7, 3.4], [5.1, 1.2, 1.8], [2.4, 0.1, -3.6], [-0.9, -0.7, -3.3], [2.2, 2.7, -1.7], [-2.0, 1.6, -4.1], [-1.9, -0.5, -0.7], [-1.1, 0.8, -2.7], [-1.1, -1.8, -2.3], [-0.3, -2.9, 0.0], [1.0, -1.0, 2.5], [1.3, -0.9, 2.6], [-2.0, -0.2, 2.0], [0.7, 0.5, 2.4], [2.4, 0.5, 0.8], [2.5, 0.3, -1.3], [-0.5, -0.5, -2.8], [1.4, 2.1, -1.8], [-0.8, 1.2, -2.6], [-0.2, -0.2, 0.1], [-0.6, -0.3, 0.2], [0.7, 0.2, -0.1], [0.1, -0.1, 0.5], [0.2, 0.2, 0.2], [-0.2, 0.2, 0.2], [-0.2, 0.7, -0.1], [-0.1, 0.0, -0.2], [0.1, 0.0, -0.1], [0.1, 0.0, -0.2], [-0.1, -0.1, 0.0], [0.1, 0.0, 0.0], [0.0, -0.2, -0.1], [0.3, -0.1, -0.1], [-0.1, -0.2, 0.0], [-0.2, -0.5, 0.1], [-0.1, -0.1, 0.4], [0.4, 0.4, -0.2], [0.2, 0.2, 0.5], [0.0, 0.3, 0.0], [-0.3, 0.1, 0.2], [-0.6, 0.3, -0.3], [-0.1, -0.2, -0.1], [0.1, 0.0, -0.2], [0.1, -0.1, -0.2], [0.0, -0.1, 0.1], [0.1, 0.1, -0.1], [0.1, -0.2, 0.0], [0.3, 0.0, -0.1], [0.1, -0.2, 0.1]], "mulliken_charge": [-0.52, 0.06, 0.34, -0.54, -0.17, -0.41, -0.45, 0.30, 0.21, -0.52, 0.34, -0.58, 0.32, 0.11, -0.31, -0.33, -0.44, -0.24, 0.00, -0.22, -0.58, 0.37, 0.28, 0.34, 0.27, 0.31, 0.31, 0.33, 0.27, 0.29, 0.26, 0.04, 0.31, 0.30, -0.71, 1.20, -0.70, -0.79, -0.54, -0.63, -0.68, 0.40, 0.36, 0.35, 0.28, 0.30, 0.32, 0.38, 0.39, -0.67, 1.22, -0.66, -0.76, -0.57, -0.65, -0.62, 0.39, 0.34, 0.35, 0.29, 0.30, 0.33, 0.36, 0.37]}


3.
{"formula": "CH4IO", "method": "the ωB97M-V functional and the def2-TZVPD basis", "total_charge": -1, "e_lumo_ha": 0.1465, "homo_lumo_gap_ev": 7.611, "mol_weight_g_mol": 158.95, "e_tot_ha": -413.51350, "largest_force_ev_per_a": 1.33, "species": ["I", "C", "O", "H", "H", "H", "H"], "coordinates": [[-21.357, 19.785, 14.568], [-22.493, 23.738, 15.630], [-21.202, 23.129, 15.556], [-22.928, 23.797, 14.628], [-23.082, 23.118, 16.306], [-22.374, 24.763, 15.977], [-21.355, 22.171, 15.373]], "forces_ev_per_a": [[-0.1, -0.1, 0.0], [1.1, -0.7, -0.4], [-0.4, 0.2, 0.0], [-0.3, -0.1, 0.1], [-0.6, 0.4, 0.0], [0.0, 0.0, 0.3], [0.3, 0.4, -0.1]], "mulliken_charge": [-0.87, -0.47, -0.44, 0.21, 0.23, 0.20, 0.15]}


4.
{"formula": "C5H16N3", "method": "the ωB97M-V functional and the def2-TZVPD basis", "total_charge": 1, "e_lumo_ha": -0.1375, "homo_lumo_gap_ev": 10.109, "mol_weight_g_mol": 118.20, "e_tot_ha": -364.09376, "largest_force_ev_per_a": 5.49, "species": ["C", "C", "N", "N", "N", "H", "H", "H", "H", "H", "H", "H", "H", "C", "C", "C", "H", "H", "H", "H", "H", "H", "H", "H"], "coordinates": [[-1.935, -2.197, 0.702], [-0.586, -1.183, -1.090], [-1.414, -0.968, -0.023], [-0.089, -2.470, -1.486], [-0.407, -0.088, -1.970], [-1.176, -0.183, 0.552], [0.304, -3.077, -0.775], [0.178, -2.503, -2.419], [-1.149, 0.702, -1.956], [0.025, -0.304, -2.798], [-1.771, -3.120, -0.015], [-3.075, -2.112, 0.798], [-1.470, -2.395, 1.686], [1.200, 2.789, 1.430], [1.143, 1.335, 2.084], [1.813, 2.658, 0.122], [1.964, 3.233, 2.056], [0.266, 3.326, 1.430], [0.606, 1.244, 3.122], [0.754, 0.591, 1.419], [1.750, 3.603, -0.425], [1.380, 1.906, -0.611], [2.170, 1.000, 2.493], [2.807, 2.358, 0.307]], "forces_ev_per_a": [[-1.1, -1.2, -1.5], [-0.3, 0.3, -2.2], [1.4, -3.0, -0.4], [-2.0, 4.1, 2.9], [-3.1, -0.8, 4.5], [-0.2, 0.7, 0.1], [-0.1, 0.1, -0.4], [0.9, -0.5, -1.6], [1.9, -2.1, 0.0], [1.4, -0.1, -2.4], [-0.3, 1.9, 1.7], [1.8, 0.1, 0.0], [-0.1, 0.4, -0.6], [-0.1, -2.5, 2.5], [0.5, 0.7, 3.3], [-0.6, -0.1, -3.1], [-0.4, 1.0, 0.3], [-0.3, 0.1, 0.3], [0.3, 0.5, -2.1], [-0.2, -0.5, -0.4], [0.5, 0.0, 0.0], [0.1, 0.5, 1.1], [-1.2, 0.5, -1.4], [1.4, -0.2, -0.4]], "mulliken_charge": [-0.89, 0.74, -0.21, -0.45, -0.43, 0.33, 0.27, 0.22, 0.30, 0.19, 0.34, 0.30, 0.32, -0.23, -0.92, -0.92, 0.22, 0.36, 0.29, 0.04, 0.31, 0.11, 0.34, 0.34]}


5.
{"formula": "C7H13I2O3S", "method": "the ωB97M-V functional and the def2-TZVPD basis", "total_charge": -1, "e_lumo_ha": 0.1059, "homo_lumo_gap_ev": 5.584, "mol_weight_g_mol": 431.05, "e_tot_ha": -1493.78042, "largest_force_ev_per_a": 5.37, "species": ["C", "C", "C", "I", "O", "C", "O", "O", "C", "C", "C", "S", "H", "H", "H", "H", "H", "H", "H", "H", "H", "H", "H", "H", "H", "I"], "coordinates": [[-3.216, 2.791, -0.702], [-2.764, 1.368, -1.083], [-1.521, 0.984, -0.294], [0.135, 2.414, -0.891], [-1.116, -0.315, -0.798], [-1.078, -1.389, 0.034], [-1.673, -2.360, -0.314], [-0.422, -1.451, 1.205], [1.002, -1.160, 1.250], [1.873, -2.136, 0.425], [3.150, -1.432, -0.165], [4.414, -1.290, 1.131], [-4.286, 2.846, -0.492], [-2.694, 3.112, 0.199], [-3.005, 3.519, -1.480], [-3.567, 0.637, -0.965], [-2.471, 1.393, -2.130], [-1.688, 1.002, 0.779], [1.281, -1.285, 2.296], [1.222, -0.125, 1.026], [2.205, -2.988, 1.015], [1.337, -2.526, -0.444], [3.540, -1.970, -1.027], [2.865, -0.402, -0.488], [3.720, -0.668, 2.086], [2.756, 1.429, -0.174]], "forces_ev_per_a": [[-0.4, -0.2, 0.3], [0.2, 0.8, 0.0], [0.0, 0.2, -1.7], [-3.8, 0.1, 0.1], [0.5, 0.9, 1.4], [-0.2, -0.8, -0.3], [-0.7, -0.9, -0.4], [0.4, 1.0, -0.1], [0.6, -0.5, 0.3], [0.5, 0.5, -1.0], [-1.2, -1.2, 1.1], [0.7, -0.6, -0.3], [0.0, -0.1, 0.0], [0.0, 0.2, 0.0], [0.2, 0.0, 0.0], [0.1, -0.1, 0.2], [-0.1, -0.4, -0.1], [0.4, -0.1, 0.1], [-0.3, 0.0, 0.1], [-0.3, 0.1, -0.4], [-0.3, -0.1, 0.1], [-0.4, 0.1, 0.1], [0.3, -0.3, 0.3], [0.5, -2.6, -0.2], [-0.3, 0.2, -0.2], [3.5, 4.0, 0.7]], "mulliken_charge": [-1.13, -0.14, -0.84, 0.13, -0.18, 0.49, -0.58, -0.37, -0.13, -0.31, -0.69, -0.17, 0.33, 0.34, 0.32, 0.34, 0.29, 0.53, 0.25, 0.01, 0.29, 0.31, 0.38, 0.21, 0.08, -0.77]}


6.
{"formula": "C19H19N4PtS", "method": "the ωB97M-V functional and the def2-TZVPD basis", "total_charge": 3, "s_squared": 6.0570, "multiplicity": 5, "e_lumo_ha": [-0.3663, -0.4811], "homo_lumo_gap_ev": [7.941, 5.226], "mol_weight_g_mol": 530.53, "e_tot_ha": -1470.81144, "largest_force_ev_per_a": 1.59, "species": ["Pt", "C", "N", "C", "C", "C", "C", "C", "C", "C", "C", "H", "H", "H", "H", "H", "H", "H", "H", "H", "H", "H", "H", "N", "C", "C", "C", "C", "C", "C", "N", "C", "C", "C", "S", "C", "N", "H", "H", "H", "H", "H", "H", "H"], "coordinates": [[-0.036, -0.505, 0.319], [-2.213, 0.572, -1.925], [-2.303, -0.234, -0.730], [-2.893, -1.541, -0.929], [-2.887, 0.462, 0.414], [-2.571, -0.274, 1.696], [-3.557, -0.655, 2.599], [-3.203, -1.244, 3.801], [-1.874, -1.493, 4.112], [-0.874, -1.139, 3.206], [-1.231, -0.608, 1.977], [-3.209, 0.900, -2.252], [-1.772, 0.006, -2.745], [-1.624, 1.472, -1.743], [-3.976, -1.451, -1.085], [-2.753, -2.165, -0.045], [-2.475, -2.039, -1.799], [-3.973, 0.561, 0.284], [-2.476, 1.480, 0.466], [-4.597, -0.479, 2.359], [-3.979, -1.495, 4.516], [-1.603, -1.966, 5.042], [0.161, -1.302, 3.479], [3.682, 0.379, -1.447], [3.425, 1.721, -1.251], [4.178, 2.865, -1.420], [3.570, 4.083, -1.084], [2.253, 4.153, -0.588], [1.495, 3.018, -0.423], [2.089, 1.780, -0.743], [1.610, 0.522, -0.647], [2.595, -0.308, -1.066], [2.393, -1.724, -1.052], [3.237, -2.749, -1.440], [2.494, -4.261, -1.244], [1.086, -3.474, -0.648], [1.170, -2.177, -0.607], [4.544, -0.006, -1.813], [5.195, 2.834, -1.779], [4.130, 5.000, -1.213], [1.840, 5.121, -0.335], [0.482, 3.054, -0.054], [4.240, -2.678, -1.817], [0.207, -4.017, -0.343]], "forces_ev_per_a": [[-1.0, 0.6, 0.5], [-0.1, 0.6, -0.7], [0.9, -0.2, 0.7], [-0.5, -0.8, 0.0], [-0.1, 0.2, 0.5], [-1.2, 0.4, 0.4], [0.3, 0.5, -1.2], [-0.6, -0.2, 0.4], [1.4, 0.0, -0.5], [-0.2, -0.4, 1.5], [0.5, -0.7, -1.4], [0.0, -0.1, 0.1], [0.0, 0.0, 0.1], [0.0, -0.1, 0.1], [0.1, 0.1, -0.1], [0.1, 0.1, -0.1], [0.1, 0.1, 0.0], [0.1, 0.0, -0.1], [0.0, -0.1, -0.1], [-0.1, 0.0, 0.0], [0.1, 0.1, 0.0], [0.0, 0.0, 0.1], [0.0, 0.0, -0.1], [0.1, -0.2, 0.0], [0.5, 1.0, -0.1], [0.0, -0.8, -0.1], [0.6, -0.2, -0.2], [-1.3, -0.6, 0.4], [0.1, 0.9, 0.1], [0.0, -0.6, -0.1], [0.1, 0.2, -0.2], [0.3, 0.0, -0.2], [0.5, -0.7, -0.3], [-0.3, 0.2, 0.2], [-0.2, 0.5, 0.1], [0.1, 0.0, -0.1], [-0.5, 0.3, 0.5], [0.0, 0.0, 0.0], [0.1, 0.0, -0.1], [0.0, 0.0, 0.0], [0.0, 0.0, 0.0], [-0.1, 0.1, 0.1], [0.2, 0.0, -0.1], [-0.1, -0.1, 0.1]], "mulliken_charge": [0.97, -0.92, 0.01, -1.04, -0.94, 0.68, -0.65, -0.57, -0.53, -0.80, 0.69, 0.39, 0.34, 0.27, 0.35, 0.36, 0.35, 0.50, 0.40, 0.48, 0.44, 0.46, 0.47, 0.04, 0.49, -0.93, -0.44, -0.66, -0.63, 0.93, -0.32, 0.35, 0.24, -0.37, 0.06, -0.16, -0.24, 0.27, 0.47, 0.45, 0.46, 0.44, 0.38, 0.46]}


Repeat the third record exactly.
{"formula": "CH4IO", "method": "the ωB97M-V functional and the def2-TZVPD basis", "total_charge": -1, "e_lumo_ha": 0.1465, "homo_lumo_gap_ev": 7.611, "mol_weight_g_mol": 158.95, "e_tot_ha": -413.51350, "largest_force_ev_per_a": 1.33, "species": ["I", "C", "O", "H", "H", "H", "H"], "coordinates": [[-21.357, 19.785, 14.568], [-22.493, 23.738, 15.630], [-21.202, 23.129, 15.556], [-22.928, 23.797, 14.628], [-23.082, 23.118, 16.306], [-22.374, 24.763, 15.977], [-21.355, 22.171, 15.373]], "forces_ev_per_a": [[-0.1, -0.1, 0.0], [1.1, -0.7, -0.4], [-0.4, 0.2, 0.0], [-0.3, -0.1, 0.1], [-0.6, 0.4, 0.0], [0.0, 0.0, 0.3], [0.3, 0.4, -0.1]], "mulliken_charge": [-0.87, -0.47, -0.44, 0.21, 0.23, 0.20, 0.15]}